DFT (wB97M-V/def2-TZVPD) results for one molecule with the formula C5H12N2O.

HOMO-LUMO gap   0.35724 Ha
Highest occupied orbital energy   -8.77 eV
SMILES   CC[C@@H](C=O)NCN
E_tot   -10406.3748 eV
ΔE to the lowest compared entry with this formula, charge and spin   197.71 kJ/mol
E_LUMO   0.0350 Eh
Maximum force   1.1 eV/A

Geometry (Å):
C -2.038 0.070 1.636
C -0.529 0.373 1.716
C 0.157 0.511 0.361
C 1.534 1.105 0.563
O 1.924 2.091 -0.005
N 0.278 -0.766 -0.326
C -0.043 -0.783 -1.750
N -0.647 -2.007 -2.180
H -2.272 -0.772 2.268
H -2.312 -0.103 0.613
H -2.620 0.898 2.041
H 0.004 -0.277 2.422
H -0.373 1.314 2.244
H -0.444 1.205 -0.198
H 2.187 0.544 1.251
H -0.195 -1.508 0.166
H 0.839 -0.598 -2.359
H -0.703 0.069 -1.992
H -0.016 -2.649 -2.621
H -1.423 -2.404 -1.678